72
Properties=species:S:1:pos:R:3:forces:R:3 method="wB97M-V/def2-TZVPD" lumo_ev="-10.230 / -8.534" e_homo_ha="-0.6097 / -0.6097" max_force_ha_per_bohr=0.066 energy_ha=-2632.012091 total_charge=+3 spin_multiplicity=6 e_above_lowest_kj_mol=0.0 s_squared=8.7595 gap_ev="6.3604 / 8.0575"
H -8.652633 -2.098486 11.543818 -0.151 -0.079 -1.022
H -6.096415 -3.875215 14.469721 -0.737 0.109 -0.297
N -7.570254 -5.111273 9.937724 0.337 0.384 -0.175
N -10.063843 -6.889729 10.181814 0.847 -0.486 0.426
H -12.048171 -6.199902 10.041546 -0.100 -0.224 -0.007
C -4.127676 -4.027261 15.327031 -0.550 -0.111 -0.447
H -4.078272 -2.982766 15.670431 -0.253 -0.556 -0.314
S -11.375571 -2.896759 13.715661 0.107 0.752 0.726
C -9.305352 -1.111775 13.355566 1.076 -0.200 0.108
C -13.867383 -1.869596 14.343323 -0.285 -1.626 0.377
S -6.531196 -6.751776 13.534304 -0.215 -1.010 1.008
C -2.988179 -6.174667 15.267668 0.148 0.113 -0.208
C -5.281510 -4.533504 14.639572 3.074 -0.991 0.972
H -8.344239 -3.082290 13.024519 -0.271 0.155 0.010
C -10.516486 -8.205177 10.756156 0.417 -0.154 -0.638
C -7.706755 -10.088936 15.455292 0.255 -0.811 -0.415
H -7.854516 -10.539095 17.557923 0.170 0.882 -0.747
H -8.978506 -1.178712 14.403638 -0.606 0.046 -0.069
H -13.377520 -3.848229 13.311040 -0.426 0.432 0.247
H -11.358561 -0.617000 13.729704 0.097 0.018 -0.121
H -11.373289 -6.863086 8.537705 -0.309 -0.443 -0.448
C -10.778110 -1.334923 13.134368 -0.960 1.103 -0.444
C -6.971522 -7.524793 16.204688 0.035 0.508 -0.267
Sm -9.249023 -5.177371 11.793605 0.340 0.232 0.223
H -6.701097 -3.212397 10.307854 0.280 0.433 0.813
H -5.918968 -5.357925 11.204063 0.232 0.323 0.369
H -2.168040 -4.366329 16.127078 -0.473 -0.379 -0.337
H -6.686385 -6.503735 16.521986 -0.116 -0.709 -0.239
H -4.051549 -7.732750 14.296419 -0.055 -0.415 -0.103
C -13.916624 -2.453780 15.763156 0.066 -0.763 -0.335
C -8.410526 -2.073031 12.581278 1.680 0.222 1.145
H -14.446622 -1.826274 16.462559 -0.460 0.213 -0.061
C -7.354973 -9.189907 14.472872 0.030 0.946 0.661
H -13.222057 -2.374152 12.313741 0.204 -0.160 0.056
H -2.140371 -6.794885 15.523962 -0.012 -0.004 -0.027
O -10.773510 -3.859676 12.674651 0.248 -1.360 -0.885
C -6.942822 -7.913045 14.858805 -0.189 0.080 -0.040
H -7.396967 -8.179678 18.184957 0.007 0.109 0.317
H -9.008887 -0.097061 13.054634 -0.455 -0.189 -0.041
H -7.905203 -3.227574 9.014723 -0.015 0.111 0.042
H -6.596993 -6.880590 10.649444 0.184 0.491 -0.233
H -10.843244 -8.835106 9.904280 0.007 0.108 0.580
H -13.436557 -0.890080 14.359192 0.136 0.683 -0.204
C -8.887257 -7.159802 9.274815 -0.520 0.226 -0.884
H -9.268959 -7.688118 8.354825 0.415 0.375 0.810
H -7.359124 -1.716596 12.706808 -0.696 -0.188 -0.446
C -7.085720 -3.767903 9.487360 -0.981 -0.516 -0.652
H -7.483347 -5.966860 7.988763 -0.709 -0.239 0.822
H -8.995009 -5.198006 8.359856 -0.199 0.319 0.113
H -11.111741 -1.197584 12.061773 0.447 -0.289 1.023
H -6.290123 -3.873335 8.760249 0.167 -0.122 -0.268
C -4.055312 -6.698296 14.579055 -0.678 0.386 -0.333
H -14.899127 -1.810326 13.978994 0.281 0.219 -0.131
N -7.816751 -5.743604 13.491561 -0.567 0.516 -0.090
H -8.070747 -5.451952 14.446173 0.185 -0.080 -0.272
H -7.444714 -9.447946 13.449956 0.166 -0.309 -0.890
C -6.350069 -5.845782 10.347551 -0.314 -0.965 0.313
H -5.577498 -5.880377 9.573952 -0.274 0.034 -0.202
H -7.968522 -11.094926 15.171287 -0.105 -0.141 -0.061
C -13.105778 -2.779556 13.325890 -0.417 0.272 -0.126
C -8.238631 -5.821695 8.818075 1.044 -1.078 -0.636
C -7.377450 -8.462592 17.150273 0.753 0.862 0.115
H -12.941391 -2.572832 16.217347 0.470 -0.057 -0.057
C -3.013113 -4.832943 15.594731 -0.095 1.147 0.621
H -9.680863 -8.724067 11.266961 -0.383 0.398 -0.272
H -11.336942 -8.068878 11.458243 -0.069 0.065 -0.087
C -7.637394 -9.758630 16.787664 -0.772 -1.163 0.890
C -11.159514 -6.286577 9.418514 -0.381 0.557 0.353
C -5.158955 -5.888702 14.261233 -0.375 0.889 0.551
H -8.221741 -7.861732 9.803463 -0.065 0.460 -0.328
H -14.379124 -3.458907 15.739777 0.063 0.533 0.116
H -10.944830 -5.275977 9.071645 0.266 0.110 0.051